(1)
126
Properties=species:S:1:pos:R:3:forces:R:3:mulliken_charge:R:1 method="wB97M-V/def2-TZVPD" e_homo_ev=-9.20 e_above_lowest_ev=0.000 lumo_ev=0.4 smiles=COC[C@H](C)N.COC[C@H](C)N.COC[C@H](C)N.COC[C@H](C)N.COC[C@H](C)N.COC[C@H](C)N.CCO.CCO.CO
C 1.791 -0.130 0.868 0.47 -0.10 -0.02 0.280
C 1.008 -0.042 -0.423 0.26 0.73 -0.21 -0.320
O 1.519 1.018 -1.242 0.52 -0.70 -0.77 -0.373
H 2.743 -0.650 0.704 -0.13 -0.03 0.18 -0.200
H 1.219 -0.592 1.670 0.12 -0.24 0.02 0.314
H 2.047 0.875 1.211 -0.13 0.02 -0.08 -0.431
H -0.029 0.206 -0.148 0.05 -0.09 -0.44 0.189
H 1.047 -0.976 -0.996 -0.25 -0.07 0.23 0.507
H 2.178 0.634 -1.909 -0.79 0.48 0.89 0.111
C 5.220 1.154 -0.250 0.56 -0.01 -0.20 -0.238
C 6.058 0.274 0.675 -0.64 -1.04 -0.83 -0.280
O 6.381 0.891 1.873 -0.43 0.28 1.08 -0.597
H 5.739 2.107 -0.389 -0.15 0.01 0.10 0.404
H 4.226 1.327 0.154 -0.08 0.08 -0.02 -0.095
H 5.129 0.706 -1.247 -0.13 -0.07 0.22 -0.023
H 6.972 -0.051 0.167 0.12 0.30 0.11 0.420
H 5.513 -0.679 0.868 0.06 0.34 -0.06 0.067
H 5.545 0.929 2.409 0.62 0.20 -0.34 0.404
C -3.180 -1.927 -1.170 -0.29 0.44 0.25 -0.708
C -4.517 -1.785 -1.882 0.75 0.57 0.04 0.455
C -5.284 -3.070 -1.763 -0.59 -0.18 -0.12 -1.107
O -4.555 -4.180 -2.214 0.12 -0.33 0.48 -0.227
C -4.422 -4.226 -3.595 0.12 -0.64 -0.89 -0.771
N -5.376 -0.719 -1.356 0.35 -0.01 1.04 -0.618
H -2.577 -2.725 -1.592 0.15 -0.08 -0.03 0.441
H -3.325 -2.147 -0.102 -0.59 -0.07 -0.96 -0.064
H -2.629 -0.979 -1.218 0.05 -0.14 -0.07 0.202
H -4.263 -1.592 -2.931 -0.48 0.20 0.00 0.347
H -6.239 -2.975 -2.306 0.08 -0.09 0.14 0.396
H -5.490 -3.271 -0.707 -0.12 0.09 -0.01 0.352
H -3.908 -3.352 -4.011 -0.11 -0.03 0.00 0.299
H -5.400 -4.358 -4.089 0.15 0.23 0.07 0.311
H -3.823 -5.113 -3.839 -0.09 0.22 0.09 0.251
H -4.900 0.188 -1.315 -0.20 -0.33 -0.57 0.044
H -5.485 -0.931 -0.349 -0.27 0.04 -0.59 0.354
C -3.332 -6.877 1.506 -0.75 -0.14 0.69 -1.505
C -2.199 -6.033 1.041 0.43 0.71 -0.69 0.343
C -2.544 -4.536 1.173 -0.80 -0.64 0.19 -0.169
O -1.423 -3.771 0.881 0.65 1.00 0.01 -0.166
C -1.511 -2.432 1.366 0.21 0.01 0.15 -0.286
N -0.977 -6.429 1.720 0.24 0.14 0.11 -0.715
H -4.278 -6.578 1.049 0.07 -0.13 -0.12 0.343
H -3.466 -6.760 2.593 0.05 -0.07 -0.17 0.378
H -3.124 -7.923 1.309 -0.11 -0.15 -0.06 0.375
H -2.033 -6.231 -0.029 -0.01 0.11 0.11 0.267
H -2.904 -4.330 2.202 0.13 -0.07 -0.19 0.351
H -3.357 -4.289 0.469 0.01 -0.15 0.21 -0.119
H -2.285 -1.840 0.849 0.76 -0.37 0.91 0.254
H -0.558 -1.945 1.164 0.06 -0.15 0.04 -0.295
H -1.689 -2.424 2.453 0.00 -0.03 -0.18 0.403
H -0.233 -5.790 1.448 -0.09 -0.11 0.18 0.290
H -1.094 -6.358 2.729 0.05 0.05 -0.13 0.273
C 1.445 -0.894 -4.546 -0.50 -1.07 0.34 -1.452
C 2.736 -0.179 -4.614 2.02 -0.14 0.56 0.501
C 2.609 1.228 -5.147 0.37 0.59 0.99 -0.482
O 2.153 1.264 -6.449 -0.38 -0.24 -0.97 -0.345
C 3.121 0.822 -7.380 -0.28 0.27 -0.62 -0.675
N 3.370 -0.104 -3.251 0.05 -0.25 -0.48 -0.491
H 0.862 -0.519 -3.709 -0.32 0.20 -0.02 0.152
H 1.629 -1.960 -4.346 -0.13 0.17 -0.06 0.279
H 0.901 -0.822 -5.484 -0.13 0.11 0.01 0.426
H 3.425 -0.740 -5.282 -0.37 0.19 0.25 0.373
H 3.583 1.751 -5.079 -0.14 -0.10 0.14 0.421
H 1.891 1.779 -4.530 0.08 -0.01 -0.05 0.104
H 3.767 0.044 -6.974 0.07 0.10 -0.10 0.341
H 3.715 1.673 -7.739 0.10 -0.15 0.17 0.263
H 2.585 0.412 -8.241 0.08 0.02 0.12 0.258
H 3.606 -1.050 -2.921 -0.34 0.32 -0.14 0.116
H 4.273 0.372 -3.335 -0.36 -0.03 0.02 0.188
C -3.919 2.663 -3.457 0.65 0.39 -0.18 -1.583
C -3.797 2.652 -1.950 -0.28 -0.95 -0.29 1.591
C -3.046 3.848 -1.401 -0.70 0.64 0.58 -0.720
O -1.812 4.187 -1.924 -0.32 0.41 -0.54 -0.470
C -0.716 3.358 -1.715 0.73 -0.14 0.52 -0.410
N -5.145 2.563 -1.343 0.58 0.23 0.44 -0.691
H -4.375 3.592 -3.810 -0.28 -0.21 -0.09 0.355
H -4.447 1.769 -3.772 -0.33 0.14 -0.18 0.369
H -2.918 2.630 -3.901 -0.07 0.03 0.03 0.314
H -3.297 1.688 -1.757 0.11 0.33 0.51 -0.535
H -3.018 3.795 -0.293 0.13 -0.16 -0.18 0.193
H -3.665 4.729 -1.647 -0.03 -0.21 0.18 0.362
H -0.705 2.834 -0.747 -0.32 0.07 -0.09 0.129
H 0.114 4.061 -1.687 0.42 -0.39 -0.21 0.360
H -0.582 2.616 -2.504 0.04 -0.02 -0.05 0.161
H -5.554 3.502 -1.325 -0.01 -0.34 -0.04 0.311
H -5.040 2.284 -0.362 -0.16 0.23 -0.32 0.224
C -1.361 4.326 5.176 0.06 -0.17 0.12 -1.324
C -1.567 5.241 4.004 -0.66 1.08 -0.99 0.283
C -0.371 5.256 3.058 -0.12 -0.01 0.22 -0.788
O -0.170 3.964 2.564 0.25 -0.66 -0.52 -0.109
C 0.936 3.887 1.686 0.54 -0.13 0.10 -0.463
N -2.860 4.932 3.315 0.60 -0.03 -0.36 -0.713
H -0.327 4.373 5.523 -0.04 -0.06 0.07 0.339
H -1.587 3.308 4.861 0.07 -0.09 0.11 0.214
H -2.025 4.595 5.991 -0.10 -0.06 0.11 0.405
H -1.661 6.299 4.314 0.03 -0.43 0.25 0.392
H 0.537 5.572 3.599 -0.17 0.23 -0.12 0.319
H -0.586 5.932 2.218 0.19 0.16 0.11 0.362
H 0.923 4.684 0.927 -0.11 -0.14 0.14 0.395
H 0.933 2.918 1.183 -0.22 0.08 0.01 -0.245
H 1.905 3.949 2.228 -0.44 0.17 -0.05 0.329
H -2.700 4.220 2.590 0.01 0.20 0.52 0.262
H -3.176 5.753 2.797 0.12 -0.19 0.24 0.318
C 4.629 -0.543 5.096 0.94 -0.72 -0.33 -1.683
C 3.519 -0.101 4.217 -0.01 1.26 -0.91 1.007
C 2.242 0.079 4.995 -0.39 0.00 -0.41 -1.035
O 1.213 0.190 4.025 1.08 -0.70 -0.19 -0.017
C 0.067 0.754 4.530 -0.54 1.08 0.64 -0.877
N 3.943 1.163 3.492 -0.55 -0.12 0.89 -0.488
H 5.537 -0.636 4.492 0.05 0.19 0.18 0.407
H 4.434 -1.552 5.464 -0.06 0.18 0.38 0.432
H 4.803 0.169 5.898 0.06 -0.08 0.26 0.383
H 3.325 -0.841 3.432 0.00 0.02 0.11 -0.060
H 2.258 1.002 5.600 0.19 -0.20 0.03 0.405
H 2.070 -0.792 5.656 -0.08 0.29 -0.13 0.349
H -0.189 0.319 5.503 -0.32 -0.10 -0.09 0.393
H -0.719 0.619 3.799 -0.32 -0.07 -0.01 0.280
H 0.217 1.839 4.682 -0.18 -0.21 0.00 0.212
H 3.108 1.617 3.102 0.30 -0.38 -0.02 -0.076
H 4.280 1.838 4.198 -0.10 -0.48 -0.37 0.301
C 3.997 -3.168 -0.542 -0.53 -0.18 -0.48 -0.357
O 3.423 -2.988 -1.874 0.64 0.15 1.00 -0.476
H 4.451 -4.158 -0.413 -0.10 0.14 -0.20 0.374
H 4.774 -2.420 -0.415 -0.01 0.08 -0.18 0.058
H 3.255 -3.024 0.258 0.04 -0.01 -0.35 0.181
H 2.841 -3.720 -2.085 -0.06 -0.15 0.17 0.257

***

(2)
132
Properties=species:S:1:pos:R:3:forces:R:3:mulliken_charge:R:1 method="wB97M-V/def2-TZVPD" e_homo_ev=-9.47 lumo_ev=-0.2
C -2.638 2.587 7.968 -0.01 0.65 0.11 -0.432
O -1.519 3.256 7.444 1.10 0.47 -0.44 -0.508
H -3.200 3.294 8.578 -0.41 -0.29 0.07 0.245
H -3.225 2.276 7.104 -0.27 -0.41 0.38 0.186
H -2.286 1.774 8.603 -0.32 -0.26 -0.15 0.198
H -1.463 4.156 7.775 -0.09 -0.16 0.03 0.309
C -5.140 5.861 2.602 -0.22 0.98 -0.52 -0.494
O -6.104 4.916 2.983 -0.02 -0.67 0.35 -0.493
H -5.606 6.846 2.578 0.19 0.34 0.23 0.243
H -4.299 5.889 3.294 -0.20 -0.27 0.07 0.206
H -4.770 5.717 1.587 0.20 -0.38 -0.09 0.239
H -6.930 5.114 2.536 0.06 -0.01 -0.03 0.298
C -3.678 -6.404 -0.789 -1.43 -4.32 1.26 0.701
O -4.633 -7.063 -0.443 -1.40 -0.87 0.57 -0.680
N -2.513 -6.959 -1.064 3.36 -0.79 -1.23 -0.363
N -3.688 -5.133 -0.845 0.11 4.85 -0.58 -0.334
H -2.250 -7.911 -0.852 -0.58 0.32 -0.13 0.208
H -1.781 -6.326 -1.352 0.24 -0.59 0.17 0.116
H -4.486 -4.686 -0.416 0.40 0.43 -0.53 0.216
H -2.872 -4.723 -1.276 -0.68 1.01 0.46 0.136
C 5.151 -1.188 7.901 -0.69 -4.07 -1.30 0.648
O 4.526 -2.267 7.774 0.10 1.92 0.73 -0.666
N 6.492 -1.228 7.862 1.11 1.06 0.22 -0.405
N 4.618 0.027 7.959 -1.30 2.00 0.31 -0.359
H 6.958 -2.111 7.711 -0.16 0.43 -0.07 0.226
H 6.933 -0.326 7.749 0.67 -0.64 0.06 0.172
H 3.621 0.148 8.072 0.27 -0.33 -0.15 0.218
H 5.150 0.880 7.861 -0.02 -0.38 0.17 0.169
C 3.873 7.800 -0.876 -0.63 3.22 -0.14 0.659
O 3.599 8.974 -0.755 -0.59 1.24 0.22 -0.662
N 4.162 7.021 0.113 0.89 -2.40 4.54 -0.371
N 3.955 7.178 -2.006 0.19 -2.07 -3.98 -0.347
H 3.942 7.364 1.037 0.35 -0.26 -0.16 0.208
H 4.462 6.068 -0.028 -0.19 0.32 0.41 0.153
H 4.093 6.183 -1.902 -0.28 0.18 -1.09 0.134
H 3.542 7.588 -2.831 0.27 -0.27 0.17 0.228
C -1.402 2.066 -8.500 -1.39 1.30 1.60 -1.057
C -1.233 3.528 -7.936 0.70 -0.28 0.03 0.344
C -0.988 3.621 -6.404 -0.26 -1.46 -0.99 -1.145
O -0.118 4.124 -8.505 1.77 0.82 -0.70 -0.557
H -2.394 1.879 -8.090 -0.29 -0.84 -0.28 0.300
H -0.736 1.314 -8.077 0.29 0.33 -0.11 0.258
H -1.472 2.000 -9.586 0.20 0.22 0.07 0.370
H -2.063 4.167 -8.236 -0.70 -0.39 0.18 0.259
H -0.443 4.490 -6.037 -0.52 0.31 -0.47 0.332
H -0.319 2.784 -6.203 -0.06 -0.17 0.39 0.263
H -1.943 3.446 -5.908 0.20 0.16 0.37 0.324
H -0.229 4.151 -9.458 0.07 -0.01 -0.07 0.308
C -6.637 -2.484 3.734 -0.17 -0.57 -0.24 -1.257
C -8.143 -2.626 3.479 0.52 0.72 0.19 0.439
C -8.851 -1.259 3.568 -0.09 -0.90 0.46 -1.173
O -8.407 -3.250 2.242 0.05 -0.18 -0.60 -0.550
H -6.151 -1.761 3.080 -0.13 0.28 0.21 0.311
H -6.124 -3.430 3.561 -0.15 -0.18 -0.08 0.318
H -6.505 -2.278 4.796 0.21 0.46 -0.10 0.364
H -8.489 -3.275 4.284 -0.37 0.06 0.14 0.253
H -9.928 -1.428 3.552 -0.07 0.12 0.07 0.291
H -8.622 -0.552 2.771 0.35 -0.23 -0.02 0.334
H -8.567 -0.853 4.539 -0.17 0.38 -0.04 0.339
H -8.983 -4.006 2.375 0.04 0.05 -0.02 0.331
C -8.231 -1.313 -5.620 0.38 -0.87 1.15 -1.252
C -7.657 -1.411 -4.171 0.35 1.63 -0.97 0.366
C -6.566 -0.318 -3.903 -0.21 -0.83 -0.36 -1.067
O -8.691 -1.149 -3.254 -0.89 -0.17 0.25 -0.551
H -7.500 -1.721 -6.318 0.20 0.42 -0.11 0.358
H -8.536 -0.297 -5.872 0.09 -0.10 0.00 0.327
H -9.073 -2.001 -5.697 -0.24 0.21 0.07 0.319
H -7.310 -2.426 -3.982 0.45 -0.03 -0.23 0.284
H -6.472 -0.175 -2.827 0.30 -0.22 0.02 0.319
H -6.843 0.661 -4.295 -0.33 -0.13 -0.19 0.278
H -5.611 -0.584 -4.357 0.14 -0.03 0.15 0.316
H -8.391 -1.511 -2.416 -0.22 0.11 0.23 0.305
C -0.304 -4.452 5.122 -0.43 -1.55 -0.96 -1.075
C 0.611 -5.693 4.771 0.64 1.95 0.65 0.211
C 1.601 -5.361 3.661 -0.32 -1.26 -0.06 -1.130
O 1.371 -5.963 5.936 0.10 -0.68 0.53 -0.536
H -1.203 -4.793 5.636 0.09 0.06 0.26 0.296
H -0.658 -3.970 4.210 0.10 0.15 -0.06 0.309
H 0.215 -3.726 5.747 0.17 -0.14 -0.10 0.298
H 0.144 -6.650 4.538 -0.66 0.38 0.02 0.335
H 1.085 -5.264 2.706 0.14 0.70 -0.05 0.334
H 2.200 -6.264 3.545 0.31 0.03 -0.01 0.334
H 2.276 -4.561 3.963 -0.26 0.30 -0.37 0.292
H 1.846 -5.158 6.155 0.14 0.07 0.15 0.332
C 1.910 -3.614 -4.219 0.56 -0.02 -1.89 -1.137
C 0.622 -2.896 -4.489 -0.79 0.02 2.66 0.491
C -0.341 -3.729 -5.277 -0.77 0.57 -0.68 -1.327
O 0.036 -2.702 -3.157 -0.74 -0.07 -0.38 -0.548
H 2.661 -2.965 -3.771 -0.10 -0.31 0.44 0.370
H 2.294 -3.883 -5.203 0.47 -0.07 -0.17 0.328
H 1.723 -4.578 -3.745 0.07 0.36 0.52 0.289
H 0.708 -1.898 -4.919 0.38 -0.11 -0.36 0.246
H -1.323 -3.266 -5.369 0.02 0.40 0.21 0.324
H -0.575 -4.711 -4.866 0.66 -0.15 -0.08 0.314
H 0.038 -3.725 -6.299 0.02 -0.71 -0.08 0.374
H 0.530 -2.049 -2.656 0.18 0.08 -0.14 0.274
C 5.307 2.307 -5.241 0.38 -0.61 -0.96 -1.307
C 6.309 2.326 -4.132 1.22 0.38 1.18 0.548
C 7.459 3.327 -4.322 -1.14 0.33 -0.47 -1.233
O 5.654 2.644 -2.917 -1.10 0.26 0.47 -0.524
H 5.831 1.871 -6.092 -0.04 -0.30 -0.18 0.372
H 4.975 3.258 -5.658 -0.19 0.24 0.72 0.343
H 4.485 1.635 -4.994 -0.12 0.25 -0.03 0.309
H 6.748 1.336 -4.013 -0.08 -0.35 -0.21 0.216
H 8.172 2.956 -5.058 0.16 0.31 0.12 0.343
H 7.901 3.670 -3.387 0.33 -0.67 0.05 0.346
H 6.945 4.226 -4.664 0.34 0.25 -0.49 0.303
H 6.216 2.472 -2.158 0.23 -0.06 -0.14 0.282
C 7.926 -0.825 1.392 -0.96 0.00 0.14 -1.268
C 8.044 0.234 2.499 1.26 -1.00 -1.38 0.441
C 9.399 0.165 3.235 -0.73 -0.36 -0.98 -1.210
O 8.008 1.487 1.795 -0.37 -0.29 1.06 -0.496
H 7.068 -0.590 0.761 0.06 0.55 -0.20 0.316
H 7.595 -1.806 1.733 0.72 -0.19 0.44 0.373
H 8.807 -0.870 0.752 0.03 -0.09 0.21 0.307
H 7.242 0.084 3.221 -0.33 0.44 -0.02 0.182
H 9.553 1.116 3.744 0.09 -0.33 0.69 0.391
H 10.200 0.084 2.500 0.00 -0.01 -0.08 0.313
H 9.404 -0.747 3.832 0.25 0.37 0.51 0.330
H 8.294 2.058 2.512 -0.04 0.93 -0.40 0.318
C -1.197 1.306 1.218 0.39 -0.44 -0.05 -1.306
C 0.225 1.782 0.976 0.11 -0.52 1.81 0.659
C 1.267 1.040 1.795 -0.68 0.38 1.55 -1.322
O 0.675 1.614 -0.313 -0.64 0.36 -2.40 -0.506
H -1.207 0.216 1.236 -0.43 -0.09 -0.51 0.304
H -1.880 1.776 0.510 -0.04 -0.40 -0.13 0.330
H -1.518 1.601 2.217 0.16 0.20 0.04 0.359
H 0.163 2.820 1.300 0.60 0.49 -0.22 0.130
H 0.923 0.995 2.828 0.30 0.14 0.34 0.326
H 2.187 1.623 1.751 0.26 -0.30 0.11 0.411
H 1.421 -0.001 1.510 -0.04 0.18 -0.48 0.312
H 1.567 1.963 -0.372 0.03 -0.01 -0.07 0.303

***

| no. | molecular weight (g/mol) | energy (eV) | frontier orbital gap (eV) |
| --- | --- | --- | --- |
| 1 | 659.0 | -58766.83180 | 9.642 |
| 2 | 725.0 | -66990.66579 | 9.292 |